Entry 1:
Formula: C46H108BrN6O2
Source: the OMol25 dataset
Level of theory: ωB97M-V with the def2-TZVPD basis set

Each line ends with the Löwdin charge.
CARTESIAN COORDINATES (ANGSTROEM)
C: -2.0173 -4.2866 -3.5251  -0.084
C: -0.7371 -3.6695 -4.1186  -0.233
C: -0.0619 -2.7530 -3.1138  -0.211
C: -0.8148 -1.4664 -2.8215  -0.103
N: -0.1621 -0.5677 -1.7699  -0.223
C: -0.8017 0.8149 -1.6148  -0.104
C: -0.4417 1.2577 -0.2103  -0.168
C: -0.5474 -0.0168 0.5953  -0.182
C: -0.3297 -1.1831 -0.3934  -0.130
C: 1.3255 -0.3980 -2.0667  0.029
H: -2.4676 -4.9959 -4.2195  0.086
H: -2.7971 -3.5760 -3.2536  0.071
H: -1.7199 -4.8732 -2.6511  0.073
H: -1.0364 -3.1462 -5.0315  0.120
H: -0.0859 -4.4767 -4.4494  0.106
H: 0.9406 -2.6009 -3.5282  0.094
H: 0.0792 -3.3032 -2.1760  0.118
H: -1.8418 -1.5520 -2.4595  0.071
H: -0.8786 -0.8394 -3.7146  0.139
H: -0.3971 1.4514 -2.4012  0.121
H: -1.8875 0.7476 -1.7068  0.080
H: 0.5620 1.6940 -0.1650  0.098
H: -1.0497 2.0821 0.1631  0.108
H: 0.1105 -0.0795 1.4662  0.109
H: -1.5563 -0.1077 1.0073  0.047
H: 0.5041 -1.8278 -0.1138  0.120
H: -1.2096 -1.8287 -0.3585  0.073
H: 1.7552 -1.3930 -1.9986  0.073
H: 1.7791 0.2212 -1.2965  0.092
H: 1.4280 0.0365 -3.0567  0.115
C: 2.8898 -5.2799 -3.6405  -0.073
C: 3.5929 -5.2236 -2.2768  -0.230
C: 4.3123 -3.9032 -2.0143  -0.201
C: 4.5609 -3.6456 -0.5150  -0.084
N: 5.2585 -2.3145 -0.1529  -0.258
C: 5.6968 -2.3517 1.2791  -0.116
C: 5.8800 -0.9092 1.6718  -0.139
C: 4.6701 -0.2215 1.0360  -0.130
C: 4.3456 -1.1002 -0.2110  -0.090
C: 6.4054 -2.1267 -1.1323  0.044
H: 2.1961 -6.1117 -3.7201  0.086
H: 3.6144 -5.3180 -4.4526  0.091
H: 2.3233 -4.3485 -3.7317  0.042
H: 4.3228 -6.0153 -2.1153  0.126
H: 2.7881 -5.2599 -1.5344  0.106
H: 3.8583 -3.0493 -2.5349  0.110
H: 5.2931 -3.8803 -2.4974  0.111
H: 5.1821 -4.4147 -0.0627  0.149
H: 3.6161 -3.4787 0.0051  0.124
H: 6.6599 -2.8662 1.3047  0.151
H: 5.0289 -2.9398 1.9076  0.148
H: 6.8723 -0.6135 1.3405  0.125
H: 5.7900 -0.8618 2.7565  0.125
H: 4.8303 0.7984 0.6846  0.103
H: 3.8110 -0.1559 1.7032  0.108
H: 4.5431 -0.6518 -1.1827  0.128
H: 3.3043 -1.4181 -0.2171  0.100
H: 6.9221 -1.2285 -0.7969  0.114
H: 5.9362 -1.9177 -2.0877  0.099
H: 7.0904 -2.9621 -1.2426  0.131
C: 0.8569 1.9863 -7.7180  -0.076
C: 0.6297 1.9750 -6.1992  -0.259
C: -0.1392 3.1159 -5.5853  -0.195
C: -1.3631 3.6872 -6.3292  -0.096
N: -2.0958 4.8220 -5.5891  -0.259
C: -2.9120 5.6674 -6.5891  -0.068
C: -3.0221 7.0358 -5.9684  -0.140
C: -2.1174 7.0877 -4.7483  -0.135
C: -1.2383 5.8534 -4.8904  -0.110
C: -3.0367 4.1301 -4.6096  0.039
H: 1.4105 1.1216 -8.0707  0.084
H: 1.2566 2.9147 -8.1216  0.087
H: -0.1436 1.8889 -8.1531  0.078
H: 1.5915 1.9938 -5.6749  0.104
H: 0.1970 1.0072 -5.9274  0.099
H: 0.5235 3.9703 -5.4044  0.110
H: -0.5182 2.9760 -4.5636  0.087
H: -2.1157 2.9212 -6.5038  0.137
H: -1.1276 4.1554 -7.2831  0.129
H: -3.8681 5.1911 -6.7846  0.146
H: -2.2900 5.7502 -7.4776  0.136
H: -4.0516 7.3020 -5.7273  0.130
H: -2.7381 7.7988 -6.6932  0.134
H: -2.6489 7.0881 -3.7965  0.118
H: -1.4642 7.9588 -4.7218  0.130
H: -0.7379 5.4558 -4.0102  0.130
H: -0.4482 6.0142 -5.6298  0.145
H: -3.7336 4.8767 -4.2227  0.112
H: -2.4205 3.8161 -3.7745  0.093
H: -3.6504 3.4470 -5.1860  0.114
C: -0.9314 -7.5522 1.5540  -0.111
C: -2.4562 -7.4294 1.6179  -0.226
C: -2.9188 -6.5034 2.7465  -0.182
C: -2.5379 -5.0738 2.4208  -0.118
N: -2.9698 -4.0816 3.4968  -0.252
C: -2.8567 -2.6513 2.9713  -0.121
C: -2.6771 -1.7903 4.2027  -0.177
C: -1.8708 -2.6410 5.1737  -0.122
C: -2.0457 -4.0997 4.7173  -0.067
C: -4.4194 -4.2543 3.9351  0.052
H: -0.3502 -6.7579 1.0661  0.058
H: -0.5161 -8.4242 1.0491  0.082
H: -0.5623 -7.5758 2.5847  0.078
H: -2.7524 -8.4522 1.8568  0.122
H: -2.9100 -7.2017 0.6537  0.117
H: -2.4628 -6.8418 3.6795  0.129
H: -3.9962 -6.5515 2.9019  0.113
H: -2.8031 -4.6554 1.4504  0.145
H: -1.4464 -5.0040 2.4601  0.118
H: -3.7190 -2.4507 2.3390  0.097
H: -1.9376 -2.6800 2.3821  0.124
H: -3.6313 -1.4267 4.5884  0.110
H: -2.1477 -0.8609 3.9785  0.099
H: -2.1519 -2.5115 6.2157  0.128
H: -0.8137 -2.4029 5.0575  0.115
H: -2.5549 -4.7273 5.4436  0.137
H: -1.0833 -4.5195 4.4418  0.131
H: -4.4895 -5.2144 4.4364  0.106
H: -5.0586 -4.2319 3.0571  0.127
H: -4.6409 -3.4575 4.6387  0.111
C: -2.8588 2.3314 3.9233  -0.014
N: -4.1427 2.4592 3.1834  -0.336
C: -3.7760 2.8914 1.7887  0.005
C: -4.8052 1.1149 3.1302  0.025
C: -5.0461 3.4963 3.7772  -0.094
C: -5.0641 3.5457 5.2931  -0.198
O: -5.2382 2.2449 5.8691  -0.074
H: -3.0254 1.8313 4.8763  0.109
H: -2.4441 3.3090 4.1782  0.113
H: -2.0839 1.8374 3.3394  0.097
H: -3.3370 2.0491 1.2545  0.076
H: -3.0518 3.7025 1.8388  0.109
H: -4.6771 3.2326 1.2851  0.121
H: -4.1359 0.2928 2.8879  0.077
H: -5.4652 1.1687 2.2638  0.115
H: -5.3467 0.9727 4.0605  0.105
H: -6.0527 3.4018 3.3662  0.156
H: -4.7689 4.4921 3.4244  0.147
H: -5.8698 4.1885 5.6507  0.147
H: -4.1071 3.8827 5.7107  0.122
H: -5.6184 2.3703 6.7463  0.115
C: 3.3060 4.1694 5.7693  0.023
N: 4.0521 3.7407 4.5274  -0.365
C: 5.4967 4.0216 4.7806  0.017
C: 3.8597 2.2637 4.3639  0.015
C: 3.5086 4.5314 3.3564  -0.087
C: 4.1729 4.2207 2.0143  -0.164
O: 3.5496 3.0757 1.3693  -0.093
H: 2.2432 3.9742 5.6378  0.110
H: 3.4078 5.2516 5.8321  0.120
H: 3.6973 3.6792 6.6550  0.124
H: 5.6032 5.0829 4.9990  0.126
H: 6.1619 3.7960 3.9478  0.108
H: 5.8851 3.4250 5.6041  0.124
H: 4.4403 1.9452 3.5037  0.095
H: 2.7905 2.0708 4.2976  0.111
H: 4.1911 1.7477 5.2638  0.118
H: 3.7714 5.5770 3.5395  0.148
H: 2.4261 4.4449 3.3775  0.141
H: 5.2466 4.0869 2.1148  0.121
H: 3.9353 5.0462 1.3442  0.138
H: 3.0270 3.3866 0.6277  0.081
Br: -3.9682 -0.9313 -0.5254  -0.364

Atoms 1-3, force components in eV/Å:
0.416 -0.571 -0.125
-1.834 -0.103 -0.058
0.639 -0.294 0.122

Summary:
- LUMO energy: -10.0415 eV
- Orbital gap: 6.8755 eV
- Electronic energy: -4868.7293 Eh
- Charge: +5
- Energy above the lowest of the compared OMol25 structures with the same formula, charge and spin: 0.0 kcal/mol

=====

Entry 2:
Formula: C46H111Cl2N5O7Si2
Source: the OMol25 dataset
Level of theory: ωB97M-V with the def2-TZVPD basis set

Each line ends with the Löwdin charge.
CARTESIAN COORDINATES (ANGSTROEM)
C: 3.7603 0.2394 4.4705  -0.093
C: 2.8486 -0.7246 3.7039  -0.248
C: 3.3011 -2.1851 3.7863  -0.206
C: 2.2348 -3.1463 3.2653  -0.213
C: 2.7540 -4.4730 2.7188  -0.204
C: 3.9430 -4.3555 1.7687  -0.210
C: 3.8450 -3.2187 0.7475  -0.196
C: 5.1978 -2.5675 0.4037  -0.170
C: 5.4692 -1.2105 1.0754  -0.187
C: 5.1509 0.0208 0.2107  -0.171
C: 3.7147 0.5062 0.4324  -0.197
C: 3.6000 1.5913 1.5051  -0.216
C: 2.1792 2.1545 1.6039  -0.237
C: 1.7407 2.4563 3.0442  -0.294
Si: 0.3526 3.6706 3.1528  -0.375
Cl: -0.7761 3.3315 4.8391  0.359
Cl: 1.1542 5.5459 3.4002  0.352
O: -0.5905 3.7647 1.8386  -0.354
Si: -1.3735 2.4628 1.0963  0.543
C: -0.7571 2.3168 -0.6664  -0.265
C: -1.8840 2.1675 -1.7185  -0.310
C: -1.4922 1.1399 -2.7822  -0.122
C: -1.1255 0.8235 1.9487  -0.241
C: -1.8757 -0.2095 1.0506  -0.243
C: -3.2290 -0.6312 1.6158  -0.206
C: -3.1643 -1.7317 2.6807  -0.193
C: -2.5385 -3.0441 2.1876  -0.193
C: -3.5570 -4.0796 1.6705  -0.186
C: -3.6469 -4.1432 0.1405  -0.168
C: -2.5708 -5.0201 -0.5120  -0.228
O: -1.3638 -5.0740 0.2162  -0.191
C: -0.2520 -4.4569 -0.3857  -0.097
H: 3.7947 1.2045 3.9630  0.024
H: 3.3721 0.4310 5.4698  0.087
H: 4.7706 -0.1584 4.5379  0.069
H: 1.8321 -0.6698 4.1035  0.111
H: 2.7784 -0.4282 2.6518  0.072
H: 3.5507 -2.4086 4.8260  0.123
H: 4.2262 -2.2944 3.2158  0.085
H: 1.5224 -3.3601 4.0650  0.114
H: 1.6702 -2.6361 2.4792  0.097
H: 3.0553 -5.1196 3.5473  0.111
H: 1.9256 -4.9869 2.2255  0.098
H: 4.0465 -5.3110 1.2519  0.110
H: 4.8546 -4.2316 2.3605  0.104
H: 3.1288 -2.4704 1.0885  0.079
H: 3.4371 -3.6217 -0.1829  0.107
H: 5.9909 -3.2532 0.7089  0.102
H: 5.2673 -2.4611 -0.6779  0.102
H: 6.5100 -1.1755 1.3903  0.067
H: 4.8539 -1.1295 1.9801  0.084
H: 5.8588 0.8240 0.4133  0.100
H: 5.2733 -0.2472 -0.8415  0.104
H: 3.2631 0.8832 -0.4887  0.116
H: 3.1140 -0.3452 0.7683  0.089
H: 4.2974 2.3943 1.2486  0.123
H: 3.9080 1.1987 2.4766  0.045
H: 1.4940 1.4085 1.1901  0.077
H: 2.0652 3.0380 0.9747  0.112
H: 2.5708 2.9156 3.5911  0.080
H: 1.5068 1.5364 3.5851  0.061
H: -2.8159 2.7891 1.0546  0.033
H: -0.1221 3.1760 -0.8861  0.077
H: -0.1144 1.4333 -0.7288  0.071
H: -2.0430 3.1192 -2.2150  0.075
H: -2.8006 1.8189 -1.2428  0.079
H: -0.6159 1.4687 -3.3464  0.076
H: -1.2161 0.1985 -2.3010  0.063
H: -2.2902 0.9439 -3.4944  0.067
H: -0.0766 0.5448 2.0229  0.055
H: -1.5724 0.8119 2.9431  0.069
H: -2.0339 0.1910 0.0451  0.071
H: -1.2324 -1.0765 0.9097  0.091
H: -3.8653 -0.9858 0.7988  0.107
H: -3.7317 0.2431 2.0348  0.109
H: -4.1899 -1.9419 2.9927  0.104
H: -2.6424 -1.3636 3.5653  0.105
H: -1.9549 -3.4889 2.9950  0.110
H: -1.8287 -2.8571 1.3853  0.070
H: -3.2525 -5.0626 2.0334  0.109
H: -4.5427 -3.8722 2.0854  0.103
H: -3.6008 -3.1290 -0.2640  0.102
H: -4.6142 -4.5581 -0.1513  0.107
H: -2.3807 -4.6587 -1.5277  0.100
H: -2.9446 -6.0418 -0.6050  0.119
H: -0.2784 -4.5563 -1.4728  0.082
H: 0.6445 -4.9513 -0.0189  0.078
H: -0.1884 -3.3979 -0.1180  0.077
C: 10.2492 0.0749 4.1009  -0.067
C: 9.4587 -1.2098 3.8787  -0.430
C: 8.2925 -1.0578 2.8944  -0.222
O: 7.1602 -0.3986 3.4212  -0.220
C: 7.1903 1.0150 3.3739  -0.089
N: 9.0385 -1.7434 5.1760  0.041
H: 9.7064 0.7740 4.7373  0.065
H: 11.1920 -0.1495 4.5976  0.076
H: 10.4711 0.5732 3.1553  0.079
H: 10.1384 -1.9422 3.4325  0.136
H: 7.9443 -2.0577 2.6197  0.120
H: 8.6221 -0.5594 1.9722  0.125
H: 7.6966 1.3793 2.4746  0.096
H: 7.6734 1.4426 4.2562  0.082
H: 6.1575 1.3574 3.3535  0.069
H: 8.6141 -2.6572 5.0496  0.071
H: 8.2899 -1.1558 5.5313  0.069
C: -1.2956 -2.4185 -7.9828  -0.067
C: -1.8044 -1.0749 -7.4713  -0.432
C: -1.0390 -0.5426 -6.2519  -0.212
O: -1.3777 -1.1833 -5.0433  -0.207
C: -0.7113 -2.4046 -4.7857  -0.104
N: -3.2444 -1.1781 -7.2235  0.042
H: -1.6061 -3.2359 -7.3314  0.058
H: -1.7037 -2.6183 -8.9730  0.075
H: -0.2062 -2.4301 -8.0533  0.078
H: -1.6602 -0.3410 -8.2705  0.133
H: -1.3067 0.5087 -6.1093  0.117
H: 0.0464 -0.5864 -6.4180  0.121
H: 0.3248 -2.3791 -5.1401  0.091
H: -1.2391 -3.2493 -5.2309  0.050
H: -0.7071 -2.5477 -3.7048  0.078
H: -3.6170 -0.2625 -6.9910  0.071
H: -3.3711 -1.7322 -6.3802  0.059
C: -3.2596 6.2439 -3.2316  -0.064
C: -1.9449 5.8681 -3.9070  -0.436
C: -1.3906 6.9527 -4.8386  -0.210
O: -2.0511 7.0532 -6.0831  -0.188
C: -3.2202 7.8487 -6.0933  -0.107
N: -2.1073 4.5754 -4.5781  0.044
H: -4.0983 6.1809 -3.9250  0.066
H: -3.4667 5.5583 -2.4105  0.071
H: -3.2227 7.2573 -2.8281  0.080
H: -1.1982 5.7320 -3.1178  0.133
H: -0.3549 6.6999 -5.0801  0.122
H: -1.3820 7.9294 -4.3367  0.120
H: -3.1216 8.7058 -5.4201  0.090
H: -4.1092 7.2773 -5.8148  0.075
H: -3.3541 8.2160 -7.1099  0.087
H: -1.2073 4.2658 -4.9341  0.076
H: -2.6706 4.7239 -5.4106  0.072
C: -2.7031 -6.4515 -5.5545  -0.062
C: -3.5908 -5.8844 -4.4517  -0.431
C: -4.9751 -6.5390 -4.3672  -0.208
O: -5.8817 -6.1256 -5.3667  -0.185
C: -5.7900 -6.8103 -6.6009  -0.104
N: -3.6637 -4.4291 -4.6042  0.055
H: -3.0125 -6.0986 -6.5385  0.065
H: -1.6718 -6.1319 -5.4052  0.073
H: -2.7235 -7.5427 -5.5596  0.080
H: -3.0981 -6.0876 -3.4952  0.120
H: -5.4349 -6.2453 -3.4198  0.121
H: -4.8880 -7.6339 -4.3648  0.121
H: -5.5374 -7.8645 -6.4505  0.090
H: -5.0528 -6.3575 -7.2686  0.076
H: -6.7666 -6.7491 -7.0788  0.088
H: -4.1575 -4.0266 -3.8129  0.076
H: -4.2600 -4.2306 -5.4037  0.075
C: -4.5202 7.7997 4.7320  -0.070
C: -3.7731 6.4939 4.9827  -0.436
C: -4.6182 5.4167 5.6743  -0.209
O: -4.8172 5.6181 7.0592  -0.187
C: -5.8848 6.4767 7.4038  -0.110
N: -2.5277 6.7821 5.6958  0.047
H: -4.6353 8.3776 5.6493  0.064
H: -3.9631 8.4172 4.0286  0.075
H: -5.5126 7.6166 4.3150  0.077
H: -3.4962 6.0804 4.0076  0.134
H: -4.0878 4.4643 5.5928  0.115
H: -5.5875 5.2990 5.1705  0.119
H: -6.7233 6.3650 6.7091  0.089
H: -5.5790 7.5259 7.4262  0.074
H: -6.2185 6.1964 8.4023  0.086
H: -1.9863 5.9254 5.7663  0.036
H: -2.7632 7.0131 6.6569  0.070

Atoms 1-3, force components in eV/Å:
-0.305 -0.029 0.048
-0.069 -0.237 0.254
-0.021 0.158 0.074

Summary:
- LUMO energy: 0.5193 eV
- Orbital gap: 9.4415 eV
- Electronic energy: -4119.1856 Eh